No. 1
# C4H7FOS

A 2-piece molecular cluster, C4H7FOS overall in a non-equilibrium geometry (ωB97M-V with the def2-TZVPD basis set, the OMol25 dataset).

Results
Gap between HOMO and LUMO (alpha / beta) = 8.10 / 8.33 eV
Lowest unoccupied orbital energy (alpha / beta) = -0.01591 / -0.02213 Ha
Energy above the lowest of the compared OMol25 structures with the same formula, charge and spin = 153.1 kcal per mole
Electronic energy = -19854.49603 eV
Highest occupied orbital energy (alpha / beta) = -8.53 / -8.93 eV
Molar mass = 122.16 g/mol

```
! wB97M-V def2-TZVPD RIJCOSX def2/J DEFGRID3
* xyz 0 1
C 2.82 1.28 -0.02
C 2.80 0.01 -0.24
C -2.26 -0.39 -0.69
C 0.06 -0.95 0.53
O -0.17 1.50 -0.18
F 3.69 -0.97 -0.25
S -0.35 0.14 -0.76
H 3.67 2.09 0.08
H 2.02 1.84 0.36
H -2.92 0.10 0.07
H -2.35 -1.53 -0.50
H -2.50 -0.25 -1.74
H 0.53 -0.66 1.49
H 0.08 -1.93 0.21
*
```



No. 2
# C4H7FS

C4H7FS as an isolated structure in a non-equilibrium geometry (ωB97M-V with the def2-TZVPD basis set, the OMol25 dataset).

Results
Gap between HOMO and LUMO = 9.92 eV
Lowest unoccupied orbital energy = 0.02794 Ha
Energy above the lowest of the compared OMol25 structures with the same formula, charge and spin = 105.0 kcal per mole
Electronic energy = -17809.78830 eV
Highest occupied orbital energy = -9.16 eV
Molar mass = 106.16 g/mol

```
! wB97M-V def2-TZVPD RIJCOSX def2/J DEFGRID3
* xyz 0 1
C -0.28 1.88 0.28
C -0.26 0.50 -0.65
C 1.07 -0.16 -0.05
C 2.30 -0.39 -0.69
H 0.39 1.69 1.44
H 0.24 2.82 -0.35
H -1.65 1.91 0.55
H -0.30 0.80 -1.67
H -1.20 -1.29 1.06
H 2.34 -0.47 -1.73
H 3.20 -0.72 -0.11
F 0.76 -0.55 1.25
S -1.68 -0.67 -0.24
*
```



Repeat the second record exactly.
# C4H7FS

C4H7FS as an isolated structure in a non-equilibrium geometry (ωB97M-V with the def2-TZVPD basis set, the OMol25 dataset).

Results
Gap between HOMO and LUMO = 9.92 eV
Lowest unoccupied orbital energy = 0.02794 Ha
Energy above the lowest of the compared OMol25 structures with the same formula, charge and spin = 105.0 kcal per mole
Electronic energy = -17809.78830 eV
Highest occupied orbital energy = -9.16 eV
Molar mass = 106.16 g/mol

```
! wB97M-V def2-TZVPD RIJCOSX def2/J DEFGRID3
* xyz 0 1
C -0.28 1.88 0.28
C -0.26 0.50 -0.65
C 1.07 -0.16 -0.05
C 2.30 -0.39 -0.69
H 0.39 1.69 1.44
H 0.24 2.82 -0.35
H -1.65 1.91 0.55
H -0.30 0.80 -1.67
H -1.20 -1.29 1.06
H 2.34 -0.47 -1.73
H 3.20 -0.72 -0.11
F 0.76 -0.55 1.25
S -1.68 -0.67 -0.24
*
```